[1]
The following is a DFT calculation (ωB97M-V with the def2-TZVPD basis set) of a molecular structure, C29H35BCl2N13OSr.

```
! wB97M-V def2-TZVPD RIJCOSX def2/J DEFGRID3
* xyz 2 2
Sr 1.16506 0.23015 -0.81514
C 0.09060 -1.22475 3.45067
C 0.80002 -0.38238 2.59453
N 0.99658 -0.94934 1.41472
N 0.42842 -2.17863 1.48338
C -0.11149 -2.35825 2.69887
B 0.58031 -3.22354 0.36071
N -0.90970 -3.73598 -0.03368
C -1.31855 -4.99274 0.19340
C -2.57647 -5.20539 -0.34282
C -2.92731 -3.99731 -0.89909
N -1.93176 -3.11468 -0.70788
N 1.34511 -2.69342 -0.88442
C 2.63854 -2.89824 -1.20697
C 2.86913 -2.35744 -2.44935
C 1.63021 -1.83344 -2.83455
N 0.71703 -2.02939 -1.88732
N 1.33690 -4.43740 0.82344
C 1.81445 -5.45950 0.06495
C 2.24300 -6.45258 0.90803
C 1.97847 -5.94681 2.19446
N 1.43475 -4.74952 2.14004
H -0.20764 -1.05438 4.46545
H 1.18760 0.60724 2.77631
H -0.58093 -3.28635 2.95699
H -0.69050 -5.66775 0.73934
H -3.14958 -6.10995 -0.31900
H -3.81852 -3.67377 -1.40447
H 3.29262 -3.42423 -0.53339
H 3.78922 -2.36739 -3.00251
H 1.33284 -1.35135 -3.75296
H 1.80001 -5.41716 -1.00821
H 2.68455 -7.39088 0.63824
H 2.16715 -6.40191 3.14952
O -2.62962 2.01494 0.25242
C -1.64166 1.66044 -0.40070
N -1.17893 0.44065 -0.59079
C -2.03627 -0.63766 -0.12288
C -2.00421 -1.75863 -1.09232
C -2.05057 -2.40428 -3.47431
C -2.48662 -1.80416 -4.61312
C -3.07445 -0.55755 -4.24895
C -2.97382 -0.43827 -2.89882
N -2.34731 -1.57374 -2.40625
C -0.90898 2.75124 -1.21389
C -1.63865 3.86138 -1.61124
C -1.03734 4.80819 -2.42111
C 0.28447 4.63353 -2.79638
C 0.94595 3.50137 -2.34405
N 0.37379 2.57886 -1.57667
H -3.06469 -0.25402 0.00912
H -1.74480 -1.02627 0.86212
H -1.53915 -3.33335 -3.31214
H -2.40234 -2.21652 -5.60030
H -3.53704 0.15865 -4.90220
H -3.30749 0.32849 -2.22467
H -2.66866 3.94278 -1.29634
H -1.59225 5.66874 -2.76742
H 0.79379 5.34279 -3.43038
H 1.98158 3.32827 -2.61224
Cl 4.04876 1.16856 -1.96530
C 4.97055 0.94976 -0.44715
Cl 3.97852 0.20850 0.82242
H 5.29560 1.93331 -0.11244
H 5.80666 0.28747 -0.66740
N -0.46862 5.91358 3.48681
C -1.52489 4.90680 3.09974
C -1.07522 4.20103 1.83533
N 0.22591 3.55972 1.95267
C 1.23142 4.49835 2.40561
C 0.86216 5.24396 3.68417
H -0.74260 6.43359 4.32417
H -0.38353 6.60129 2.73059
H -2.45971 5.45247 2.98042
H -1.61161 4.22290 3.94669
H -1.01488 4.93055 1.01986
H -1.83172 3.47470 1.54035
H 0.17772 2.74458 2.55592
H 1.41293 5.21936 1.59964
H 2.17735 3.98151 2.58394
H 1.58090 6.01741 3.95794
H 0.72942 4.56315 4.52820
*
```

Calculated values
Orbital gap (alpha / beta)   6.6 / 7.8 eV
LUMO level (alpha / beta)   -0.16917 / -0.16917 hartree

***

[2]
The following is a DFT calculation (ωB97M-V with the def2-TZVPD basis set) of a molecular structure, C42H40F5N6OS7SbW.

```
! wB97M-V def2-TZVPD RIJCOSX def2/J DEFGRID3
* xyz 0 3
W -0.60950 0.03960 0.04070
S 0.20600 5.25040 -1.20540
Sb -0.65030 4.59150 0.85900
S 0.33770 2.19950 0.98380
S 1.19950 1.66640 -0.77250
S -2.83350 4.57190 -0.01350
N -3.07470 -1.03420 -0.62050
C -4.21920 -0.41750 -1.29700
C -3.74940 0.52870 -2.40210
C -3.25790 1.86750 -1.86320
N -1.88850 1.83380 -1.29810
H -2.67530 -1.76920 -1.20930
H -3.37550 -1.47940 0.24700
H -4.79060 0.15650 -0.56260
H -4.88510 -1.17570 -1.73680
H -4.58950 0.71680 -3.07450
H -2.95020 0.05540 -2.97470
H -3.92700 2.21180 -1.07000
H -3.29100 2.61210 -2.66480
H -1.89510 2.68540 -0.70420
H -1.22830 2.03140 -2.06010
N -0.40670 -0.74550 -1.68890
S 0.19970 -1.54280 -2.87310
N 2.66830 -1.07750 -2.25900
S 3.50720 -2.21650 -1.95320
N 4.06340 -2.52750 -0.38160
S 3.11220 -2.29210 0.81390
N 1.76550 -1.57440 0.40220
C 2.60090 -3.88550 1.49660
C 3.54980 -4.79860 1.92160
C 3.13480 -6.04020 2.37230
C 1.78330 -6.35310 2.39360
C 0.84190 -5.42150 1.98930
C 1.25240 -4.17790 1.54180
C 4.10240 -1.58010 2.13200
C 3.65340 -1.64510 3.44060
C 4.37450 -0.99080 4.42180
C 5.53800 -0.31150 4.09140
C 5.98350 -0.27430 2.78120
C 5.25520 -0.90260 1.78580
C 2.86760 -3.87920 -2.39350
C 2.07910 -4.01690 -3.52070
C 1.53060 -5.24970 -3.82650
C 1.76840 -6.33770 -3.00230
C 2.58860 -6.20090 -1.89420
C 3.14820 -4.97020 -1.59560
C 5.09360 -2.23660 -2.84360
C 6.28880 -2.63770 -2.28290
C 7.44740 -2.55790 -3.04200
C 7.39580 -2.09500 -4.34740
C 6.18610 -1.71880 -4.90870
C 5.03200 -1.78050 -4.14960
C -0.15570 -0.43850 -4.29360
C 0.90220 0.43740 -4.49880
C 0.78940 1.45110 -5.43490
C -0.37840 1.58110 -6.17210
C -1.42630 0.70010 -5.96660
C -1.32680 -0.30900 -5.01870
C -0.91180 -3.01070 -3.03750
C -0.89280 -3.72150 -1.84250
C -1.55370 -4.92830 -1.73560
C -2.24990 -5.42370 -2.82800
C -2.24830 -4.72830 -4.02500
C -1.55750 -3.52950 -4.14610
H 4.59370 -4.52860 1.89040
H 3.86910 -6.76090 2.69860
H 1.46120 -7.32300 2.74020
H -0.21320 -5.64400 2.01770
H 0.53660 -3.43420 1.23460
H 2.73780 -2.16690 3.66970
H 4.02520 -0.99790 5.44150
H 6.09240 0.20040 4.86120
H 6.88550 0.26080 2.52860
H 5.56080 -0.87830 0.75030
H 1.90100 -3.15810 -4.14880
H 0.90680 -5.35760 -4.70050
H 1.32510 -7.29410 -3.23350
H 2.79050 -7.05000 -1.25840
H 3.80210 -4.84580 -0.74720
H 6.30520 -2.98070 -1.25980
H 8.39620 -2.84550 -2.61330
H 8.30270 -2.02140 -4.92880
H 6.14710 -1.36350 -5.92760
H 4.08050 -1.45180 -4.53950
H 1.79170 0.31090 -3.89700
H 1.60900 2.13470 -5.59320
H -0.47380 2.36330 -6.91170
H -2.33390 0.79330 -6.54380
H -2.15580 -0.98180 -4.86190
H -0.34190 -3.30240 -1.01080
H -1.51580 -5.48170 -0.81010
H -2.78490 -6.35750 -2.74660
H -2.78400 -5.12490 -4.87480
H -1.52620 -3.02440 -5.09900
O 1.69420 -0.04200 2.08550
C 1.19500 -0.56420 1.08510
F -2.44840 1.74440 1.60210
C -1.86720 0.45190 1.66710
F -0.96390 -1.82730 0.68960
C -2.26260 -0.12610 2.97140
F -1.65360 0.39920 4.06630
F -3.58940 -0.02390 3.23790
F -1.98600 -1.44910 3.01830
*
```

Calculated values
Orbital gap (alpha / beta)   6.5 / 5.7 eV
LUMO level (alpha / beta)   -0.03034 / -0.05308 hartree

***

[3]
The following is a DFT calculation (ωB97M-V with the def2-TZVPD basis set) of a single CH3BrI2Si molecule.

```
! wB97M-V def2-TZVPD RIJCOSX def2/J DEFGRID3
* xyz 0 1
C 0.21432 1.22031 -0.01733
Si -0.15509 -1.01068 0.04182
Br -0.27833 -1.82640 -2.01775
I 1.85249 -1.90605 0.94042
I -2.23866 -1.26429 1.29847
H -0.48320 1.55221 -0.66699
H -0.13565 1.60637 0.84289
H 1.22412 1.62853 -0.42154
*
```

Calculated values
SMILES   C[Si](Br)(I)I
Orbital gap   9.3 eV
LUMO level   -0.01487 hartree

***

ΔE to the lowest compared entry with this formula, charge and spin (computed, kJ/mol): 15.6; 398.3; 83.2
Maximum force (computed, eV/Å): 0.94; 3.54; 5.53
Electronic energy (computed, Ha): -2888.75114; -5621.93645; -3498.87925